## i
Below is the molecule C19H30N2O4S, with properties calculated with ωB97M-V/def2-TZVPD.

Summary:
Multiplicity   1
Frontier orbital gap   10.081 eV

Atoms and positions in Å:
C (2.32472, 5.77992, -1.10856)
O (3.58563, 5.21922, -0.85178)
C (3.69466, 3.88629, -1.29878)
C (5.09365, 3.37823, -0.96690)
C (5.27491, 1.91108, -1.35713)
N (4.41808, 1.03319, -0.59382)
C (3.30523, 0.46242, -1.11585)
O (3.02401, 0.53150, -2.29294)
C (2.45164, -0.26549, -0.08349)
C (1.57521, -1.31688, -0.76161)
C (0.66000, -2.00012, 0.24853)
C (-0.21328, -0.96996, 0.96318)
C (-1.14467, -1.65034, 1.96860)
N (-2.03063, -0.68475, 2.58688)
S (-3.20758, 0.05537, 1.65504)
O (-4.11747, 0.63287, 2.59999)
O (-2.57945, 0.90890, 0.69303)
C (-4.01541, -1.29450, 0.80021)
C (-4.96848, -2.03078, 1.47627)
C (-5.57076, -3.10378, 0.84402)
C (-5.21977, -3.44755, -0.45860)
C (-5.88852, -4.59660, -1.14668)
C (-4.25880, -2.68911, -1.12010)
C (-3.65525, -1.61229, -0.49420)
C (0.66592, 0.06934, 1.65600)
C (1.56805, 0.76040, 0.63949)
H (1.52822, 5.21683, -0.60598)
H (2.35118, 6.79671, -0.72212)
H (2.11079, 5.80196, -2.18442)
H (3.51937, 3.83007, -2.38389)
H (2.93244, 3.26236, -0.80648)
H (5.82473, 3.98812, -1.49757)
H (5.26607, 3.50710, 0.10378)
H (6.31722, 1.61406, -1.20450)
H (5.00938, 1.76269, -2.40614)
H (4.55368, 1.01995, 0.40476)
H (3.10839, -0.75174, 0.64694)
H (0.98143, -0.82499, -1.53293)
H (2.20979, -2.05569, -1.25506)
H (0.03108, -2.73246, -0.26277)
H (1.26413, -2.53691, 0.98534)
H (-0.82930, -0.44759, 0.22863)
H (-0.54991, -2.11209, 2.76228)
H (-1.71451, -2.44669, 1.46262)
H (-2.45842, -1.00629, 3.44069)
H (-5.23699, -1.74107, 2.48022)
H (-6.32122, -3.68151, 1.36333)
H (-5.23343, -5.03818, -1.89340)
H (-6.78893, -4.24800, -1.65290)
H (-6.18119, -5.36179, -0.43193)
H (-3.98319, -2.94396, -2.13280)
H (-2.91916, -1.00575, -0.99707)
H (0.02404, 0.80395, 2.14229)
H (1.27578, -0.41775, 2.42193)
H (0.94765, 1.27596, -0.09597)
H (2.18925, 1.50613, 1.14232)


## ii
Below is the molecule C19H30N2O4S, with properties calculated with ωB97M-V/def2-TZVPD.

Summary:
Multiplicity   1
Frontier orbital gap   9.640 eV

Atoms and positions in Å:
C (1.71346, 0.31372, 5.86895)
C (1.76033, -0.20656, 4.46635)
C (2.94614, -0.72233, 3.94805)
C (2.99503, -1.22322, 2.66033)
C (1.84953, -1.20924, 1.88738)
S (1.94100, -1.83489, 0.21887)
O (0.60646, -1.86439, -0.33672)
O (2.67420, -3.06369, 0.19253)
N (2.93472, -0.67433, -0.49684)
C (2.38679, 0.66500, -0.52037)
C (1.19528, 0.78376, -1.46799)
C (1.50397, 0.21058, -2.86269)
C (0.16894, 0.03399, -3.59604)
O (-0.14267, 0.70569, -4.55889)
N (-0.62065, -0.91595, -3.05973)
C (-1.98686, -1.13213, -3.47420)
C (-2.94944, -0.93047, -2.30503)
C (-2.93551, 0.50839, -1.79824)
O (-3.67258, 0.56255, -0.59852)
C (-3.62502, 1.80635, 0.08046)
C (-4.87262, 1.88323, 0.95613)
C (-2.35648, 1.93582, 0.93038)
C (2.28409, -1.11303, -2.82761)
C (3.41824, -1.07890, -1.80437)
C (0.66087, -0.70700, 2.37998)
C (0.62018, -0.20573, 3.66963)
H (1.58457, -0.51545, 6.56477)
H (0.88191, 1.00037, 6.00361)
H (2.64012, 0.82192, 6.12480)
H (3.83460, -0.72979, 4.56200)
H (3.90027, -1.63107, 2.24069)
H (3.19407, 1.33897, -0.82432)
H (2.08889, 0.92159, 0.49962)
H (0.90775, 1.83265, -1.56879)
H (0.36304, 0.24051, -1.02159)
H (2.09045, 0.94766, -3.42122)
H (-0.33120, -1.39112, -2.21327)
H (-2.09378, -2.15082, -3.86287)
H (-2.19140, -0.42250, -4.27992)
H (-3.96182, -1.19781, -2.60712)
H (-2.65923, -1.58322, -1.47913)
H (-1.89738, 0.82754, -1.63234)
H (-3.37702, 1.18558, -2.54680)
H (-3.64828, 2.62338, -0.65994)
H (-4.90191, 2.82889, 1.49011)
H (-5.76291, 1.79283, 0.34030)
H (-4.86538, 1.06551, 1.67141)
H (-2.35934, 2.88497, 1.45943)
H (-1.46398, 1.88946, 0.31062)
H (-2.32074, 1.12459, 1.65352)
H (1.62654, -1.93949, -2.55908)
H (2.68805, -1.31421, -3.82133)
H (4.20165, -0.37483, -2.10056)
H (3.85440, -2.07164, -1.68583)
H (-0.21428, -0.72140, 1.74933)
H (-0.30502, 0.18972, 4.06208)


Relative calculated energies, zero for the most stable structure, unit kcal/mol: i 0.0; ii 1.6.


## i
Below is a 2-piece molecular cluster, C3H8O2 overall, with properties calculated with ωB97M-V/def2-TZVPD.

Summary:
Multiplicity   2
Net charge   -1
Frontier orbital gap (spin up / spin down)   1.732 / 5.446 eV

Atoms and positions in Å:
O (-0.94377, 2.66879, 0.14684)
C (-1.70744, 2.03793, 0.90288)
C (-2.35866, 0.65938, 0.52914)
C (-1.24223, -0.38583, 0.62371)
H (-1.82400, 2.10421, 2.01070)
H (-2.62833, 0.83405, -0.52983)
H (-3.29636, 0.46594, 1.04974)
H (-0.33682, 0.09204, 0.25177)
H (-1.48820, -1.33707, 0.12931)
H (-0.88405, -0.76133, 1.58919)
H (5.36600, -3.22881, -1.12051)
H (5.02979, -4.40679, -2.09074)
O (4.79637, -3.50720, -1.85785)


## ii
Below is a 2-piece molecular cluster, C3H8O2 overall, with properties calculated with ωB97M-V/def2-TZVPD.

Summary:
Multiplicity   2
Net charge   -1
Frontier orbital gap (spin up / spin down)   2.951 / 8.848 eV

Atoms and positions in Å:
C (0.89139, -1.10342, 0.68986)
C (0.75078, 0.12936, 0.24061)
O (-0.05011, 0.42065, -0.71491)
C (1.67835, 1.39697, 0.50463)
H (1.28101, -1.10021, 1.84895)
H (0.67990, -2.13530, 0.33564)
H (-0.86183, -0.16185, -0.70404)
H (2.34480, 1.19890, 1.44659)
H (1.07083, 2.26415, 0.48511)
H (2.13920, 1.37457, -0.44502)
H (-3.73409, -0.17316, -1.27806)
H (-3.37115, -1.46700, -1.25619)
O (-2.81907, -0.64365, -1.15318)


Relative calculated energies, zero for the most stable structure, unit kcal/mol: i 0.0; ii 22.7.